No. 1
Entry from the Open Molecules 2025 dataset: a 9-piece molecular cluster, C24H64F2N9O12S2 overall (ωB97M-V/def2-TZVPD).

The LUMO energy is -16.004 eV. The total charge is +7.

Atoms and positions in Å:
1 N 1.784 0.545 -1.678
2 S 1.067 -0.203 -0.565
3 O 1.375 -1.603 -0.235
4 O -0.336 0.201 -0.303
5 F 1.836 0.522 0.685
6 S 0.653 -0.052 -2.824
7 O -0.136 0.996 -3.387
8 O 0.112 -1.408 -2.808
9 F 1.839 -0.226 -3.865
10 C 3.012 -2.721 2.831
11 C 1.607 -3.194 3.015
12 O 0.725 -2.714 2.365
13 N 1.264 -4.214 4.107
14 H 1.709 -5.078 3.832
15 H 1.913 -3.983 4.846
16 C -0.295 -4.375 4.322
17 H 3.279 -2.063 2.004
18 H 3.721 -3.533 2.991
19 H 3.176 -1.977 3.610
20 H -0.730 -3.523 4.846
21 H -0.343 -5.250 4.970
22 H -0.818 -4.668 3.412
23 C 5.588 -3.629 -2.701
24 C 4.116 -3.394 -2.489
25 O 3.535 -2.305 -2.625
26 N 3.192 -4.574 -2.131
27 H 2.270 -4.388 -2.500
28 H 3.520 -5.348 -2.692
29 C 3.182 -4.840 -0.636
30 H 5.910 -2.876 -3.420
31 H 5.789 -4.656 -3.003
32 H 6.122 -3.570 -1.752
33 H 4.173 -4.973 -0.201
34 H 2.480 -5.665 -0.511
35 H 2.549 -4.020 -0.300
36 C -0.678 0.246 5.637
37 C -0.686 0.876 4.339
38 O -0.921 0.237 3.311
39 N -0.283 2.425 4.246
40 H -1.158 2.909 4.384
41 H 0.176 2.882 5.021
42 C 0.496 2.746 2.957
43 H 0.323 0.508 5.982
44 H -0.695 -0.826 5.438
45 H -1.301 0.568 6.470
46 H 1.494 2.334 3.107
47 H 0.626 3.827 2.898
48 H -0.034 2.392 2.073
49 C 0.227 4.413 -3.198
50 C 1.517 4.107 -2.642
51 O 2.587 4.307 -3.148
52 N 1.493 3.403 -1.307
53 H 0.545 3.275 -0.983
54 H 1.720 2.441 -1.511
55 C 2.404 4.044 -0.160
56 H -0.464 4.994 -2.587
57 H -0.277 3.586 -3.698
58 H 0.249 5.152 -4.000
59 H 2.006 5.035 0.057
60 H 3.461 4.067 -0.424
61 H 2.325 3.414 0.726
62 C -2.948 -1.890 -2.693
63 C -3.518 -2.229 -1.397
64 O -4.471 -1.584 -0.956
65 N -3.067 -3.569 -0.665
66 H -3.896 -4.120 -0.493
67 H -2.448 -4.083 -1.276
68 C -2.359 -3.136 0.616
69 H -3.641 -1.657 -3.502
70 H -2.315 -2.705 -3.044
71 H -2.359 -0.973 -2.712
72 H -2.593 -4.072 1.123
73 H -2.920 -2.295 1.022
74 H -1.338 -2.832 0.383
75 C -6.842 1.767 2.925
76 C -5.769 0.695 2.567
77 O -5.978 -0.338 1.896
78 N -4.323 1.079 2.995
79 H -4.278 1.891 3.593
80 H -3.908 0.309 3.500
81 C -3.460 1.444 1.741
82 H -6.866 2.595 2.217
83 H -6.715 2.158 3.935
84 H -7.786 1.253 2.743
85 H -3.000 2.377 2.067
86 H -4.101 1.685 0.893
87 H -2.580 0.847 1.505
88 C 6.746 -0.228 -1.189
89 C 5.261 0.101 -1.043
90 O 4.634 0.071 -0.023
91 N 4.422 0.475 -2.340
92 H 4.525 -0.348 -2.917
93 H 3.453 0.549 -2.066
94 C 4.664 1.859 -2.948
95 H 7.098 0.068 -0.201
96 H 7.332 0.251 -1.974
97 H 6.861 -1.308 -1.282
98 H 4.571 2.537 -2.099
99 H 4.015 2.013 -3.810
100 H 5.670 1.827 -3.364
101 C -3.097 1.951 -2.108
102 C -4.586 2.367 -1.885
103 O -5.456 1.668 -1.396
104 N -4.875 3.757 -2.468
105 H -5.075 4.420 -1.732
106 H -3.981 4.092 -2.797
107 C -5.909 3.799 -3.565
108 H -2.455 2.804 -1.888
109 H -2.889 1.610 -3.122
110 H -2.873 1.142 -1.412
111 H -6.482 4.726 -3.555
112 H -6.584 2.952 -3.439
113 H -5.502 3.621 -4.560


No. 2
Entry from the Open Molecules 2025 dataset: the molecule H2P4S3 (ωB97M-V/def2-TZVPD).

The LUMO energy is -1.480 eV. As for the SMILES: S=P#S#[PH]P1#[PH]S1.

Atoms and positions in Å:
1 S 4.111 -0.718 -0.608
2 P 4.307 1.200 -0.375
3 S 2.486 2.017 0.555
4 P 1.098 0.375 0.509
5 P -0.614 1.709 0.980
6 P -2.168 0.832 -0.408
7 S -1.047 2.656 -0.906
8 H 1.293 0.225 1.951
9 H -1.606 -0.303 -1.083


No. 3
Entry from the Open Molecules 2025 dataset: C20H22O5 as an isolated structure (ωB97M-V/def2-TZVPD).

The LUMO energy is 0.138 eV.

Atoms and positions in Å:
1 C 1.158 5.069 3.210
2 C 1.333 3.673 2.547
3 C 0.432 2.771 2.267
4 C 0.490 1.554 1.813
5 C -0.715 0.916 1.674
6 C -0.593 -0.460 1.378
7 C 0.549 -1.007 1.021
8 C 1.894 -0.208 0.825
9 C 1.813 1.085 1.369
10 H 2.571 1.631 1.433
11 O 3.200 -0.904 0.519
12 C 4.346 0.016 0.519
13 H 4.300 0.373 1.474
14 H 4.166 0.771 -0.057
15 H 5.008 -0.610 0.055
16 O 0.520 -2.332 0.500
17 C 1.327 -2.856 -0.502
18 C 1.512 -2.167 -1.798
19 O 0.376 -2.314 -2.661
20 C -0.638 -1.418 -2.024
21 C -0.391 0.063 -1.879
22 C -1.398 0.748 -1.258
23 C -2.694 0.201 -1.322
24 C -2.993 -1.122 -1.524
25 C -1.754 -1.848 -2.287
26 O -2.109 -3.246 -2.482
27 C -3.527 -3.669 -2.397
28 H -3.101 -4.900 -2.757
29 H -3.825 -3.732 -1.248
30 H -4.127 -3.308 -3.050
31 H -3.916 -1.473 -1.681
32 C -3.840 1.238 -1.009
33 O -3.766 2.242 -0.586
34 H -4.947 0.727 -0.919
35 H -1.356 1.894 -1.182
36 H 0.693 0.239 -1.892
37 H 2.301 -2.662 -2.691
38 H 1.864 -1.302 -1.538
39 H 2.535 -2.955 -0.067
40 H 1.253 -3.957 -0.543
41 H -1.559 -1.233 1.325
42 H -1.502 1.077 2.423
43 H -0.593 3.306 2.662
44 H 2.343 3.591 2.527
45 H 0.275 5.429 3.313
46 H 1.506 5.819 2.385
47 H 1.579 5.245 4.116


No. 4
Entry from the Open Molecules 2025 dataset: a 2-piece molecular cluster, C9H14 overall (ωB97M-V/def2-TZVPD).

The LUMO energy is 0.979 eV. As for the SMILES: Cc1ccccc1.CC.

Atoms and positions in Å:
1 C 1.832 0.132 -1.579
2 C 0.972 0.882 -0.562
3 C -0.372 1.260 -0.857
4 C -1.077 1.919 0.116
5 C -0.433 2.474 1.257
6 C 0.760 1.903 1.557
7 C 1.485 1.036 0.727
8 H 1.336 0.210 -2.559
9 H 1.771 -0.919 -1.314
10 H 2.855 0.430 -1.761
11 H -0.764 0.686 -1.672
12 H -2.122 2.211 -0.028
13 H -0.821 3.349 1.802
14 H 1.314 2.111 2.497
15 H 2.487 0.701 0.947
16 C -1.687 -1.812 0.522
17 C -0.714 -2.799 -0.137
18 H -2.716 -1.715 0.206
19 H -1.672 -2.034 1.610
20 H -1.202 -0.836 0.484
21 H -0.923 -2.844 -1.237
22 H -0.630 -3.873 0.054
23 H 0.323 -2.470 -0.073


No. 5
Entry from the Open Molecules 2025 dataset: a 2-piece molecular cluster, CH3Cl2NOS overall (ωB97M-V/def2-TZVPD).

The LUMO energy (spin up / spin down) is 0.715 / -1.940 eV. The spin multiplicity is 3.

Atoms and positions in Å:
1 C -1.404 -0.744 -0.463
2 N 2.178 -0.110 -0.127
3 O 0.321 -2.507 0.585
4 S -0.422 -1.291 0.998
5 Cl -3.219 -1.009 -0.373
6 Cl 2.229 -1.698 -0.443
7 H -1.034 0.340 -0.554
8 H -0.854 -1.156 -1.342
9 H 2.959 0.154 0.474


No. 6
Entry from the Open Molecules 2025 dataset: C44H59Br2MoN6O3S2Si2 as an isolated structure (ωB97M-V/def2-TZVPD).

The LUMO energy (spin up / spin down) is -3.181 / -3.098 eV. The total charge is +1. The spin multiplicity is 3.

Atoms and positions in Å:
1 Mo 0.326 0.471 -0.040
2 O 3.663 -0.948 3.978
3 C 2.518 -0.566 4.617
4 C 2.520 -0.588 6.005
5 C 1.371 -0.243 6.699
6 C 0.208 0.117 6.020
7 C 0.212 0.144 4.634
8 C 1.364 -0.182 3.929
9 C 1.427 -0.182 2.437
10 O 0.187 -0.082 1.774
11 N 2.328 0.928 1.981
12 N 1.740 1.611 0.959
13 C 1.912 2.884 0.870
14 C 0.830 3.698 0.311
15 Br -0.899 2.914 0.827
16 C 0.936 4.887 -0.261
17 C -0.034 5.924 -0.654
18 C -1.338 5.665 -1.075
19 C -2.176 6.711 -1.438
20 C -1.729 8.024 -1.382
21 C -0.425 8.290 -0.985
22 C 0.417 7.245 -0.638
23 H 3.544 -1.073 3.018
24 H 3.423 -0.890 6.521
25 H 1.380 -0.265 7.782
26 H -0.688 0.372 6.569
27 H -0.678 0.411 4.078
28 H 1.873 -1.118 2.084
29 H 2.617 1.542 2.733
30 H 2.702 3.370 1.439
31 H 1.976 5.162 -0.440
32 H -1.704 4.650 -1.143
33 H -3.183 6.494 -1.772
34 H -2.391 8.837 -1.651
35 H -0.060 9.308 -0.957
36 H 1.436 7.455 -0.332
37 C -3.331 -0.160 -4.077
38 Si -1.665 -0.885 -4.558
39 C -0.472 0.371 -5.269
40 C -2.138 -2.017 -5.958
41 C -0.790 -1.670 -3.048
42 C -1.618 -1.579 -1.807
43 C -2.767 -2.390 -1.818
44 C -3.688 -2.349 -0.803
45 C -3.469 -1.469 0.249
46 C -2.325 -0.718 0.227
47 N -1.384 -0.765 -0.752
48 Si 0.456 -3.120 -3.239
49 C 0.109 -4.081 -4.797
50 C 0.199 -4.274 -1.814
51 C 2.234 -2.585 -3.476
52 H -3.508 0.767 -4.632
53 H -3.458 0.054 -3.015
54 H -4.114 -0.869 -4.364
55 H -0.994 1.260 -5.640
56 H 0.060 -0.077 -6.115
57 H 0.278 0.688 -4.544
58 H -2.814 -1.430 -6.591
59 H -2.691 -2.897 -5.620
60 H -1.306 -2.352 -6.575
61 H -2.920 -3.043 -2.670
62 H -4.572 -2.975 -0.836
63 H -4.164 -1.370 1.072
64 H -2.131 -0.036 1.043
65 H -0.909 -4.464 -4.880
66 H 0.789 -4.941 -4.786
67 H 0.337 -3.501 -5.693
68 H 0.944 -5.076 -1.847
69 H -0.792 -4.735 -1.876
70 H 0.274 -3.771 -0.846
71 H 2.320 -1.534 -3.771
72 H 2.831 -2.722 -2.576
73 H 2.663 -3.202 -4.273
74 C 6.304 0.280 -2.160
75 C 5.547 -0.308 -1.004
76 C 6.180 -0.702 0.164
77 C 5.379 -1.179 1.178
78 N 4.057 -1.308 1.054
79 C 3.533 -0.953 -0.124
80 S 1.801 -1.325 -0.388
81 N 4.223 -0.431 -1.140
82 H 7.278 -0.195 -2.274
83 H 6.477 1.346 -1.991
84 H 5.733 0.161 -3.079
85 H 7.253 -0.631 0.279
86 H 5.799 -1.467 2.136
87 C 1.665 -5.225 2.318
88 C 0.867 -4.924 3.589
89 C 0.365 -3.485 3.661
90 S -0.966 -2.928 2.574
91 O -0.507 -3.077 1.150
92 C -2.181 -4.230 2.892
93 C -2.023 -5.469 2.002
94 C -2.926 -5.431 0.775
95 H 1.919 -6.285 2.260
96 H 2.599 -4.655 2.314
97 H 1.116 -4.946 1.418
98 H 1.516 -5.070 4.455
99 H 0.040 -5.626 3.707
100 H 1.185 -2.801 3.429
101 H -0.005 -3.221 4.658
102 H -3.149 -3.751 2.726
103 H -2.108 -4.456 3.958
104 H -2.237 -6.356 2.601
105 H -0.994 -5.551 1.659
106 H -3.980 -5.355 1.057
107 H -2.806 -6.335 0.173
108 H -2.666 -4.575 0.150
109 Br -1.925 2.324 -2.357
110 C -0.064 2.490 -2.538
111 C 0.392 3.521 -3.339
112 C 1.745 3.592 -3.607
113 C 2.573 2.606 -3.102
114 C 2.035 1.631 -2.289
115 N 0.727 1.584 -1.950
116 H -0.314 4.232 -3.744
117 H 2.138 4.394 -4.220
118 H 3.631 2.577 -3.324
119 H 2.660 0.845 -1.888


No. 7
Entry from the Open Molecules 2025 dataset: C20H21N8O2RbSe2Te2 as an isolated structure (ωB97M-V/def2-TZVPD).

The LUMO energy is 3.323 eV. The total charge is -2.

Atoms and positions in Å:
1 Rb -0.112 0.563 0.447
2 O -2.215 1.029 2.216
3 N -3.385 1.318 1.855
4 N -3.599 1.033 0.606
5 O -2.676 0.530 -0.149
6 C -4.872 1.346 0.068
7 C -5.969 1.639 0.878
8 C -7.187 1.936 0.292
9 C -7.331 1.940 -1.092
10 C -6.234 1.641 -1.886
11 C -5.007 1.340 -1.314
12 H -5.850 1.632 1.951
13 H -8.037 2.163 0.925
14 H -8.289 2.173 -1.541
15 H -6.328 1.644 -2.965
16 H -4.134 1.101 -1.903
17 Se 4.504 -1.111 -1.436
18 Te 3.175 1.070 -1.476
19 Te 2.866 1.797 -4.151
20 Se 0.990 3.397 -3.725
21 C 1.890 -3.737 1.125
22 C 0.965 -3.053 2.068
23 N 0.146 -2.084 1.759
24 C -0.540 -1.754 2.906
25 C -0.137 -2.545 3.930
26 N 0.830 -3.383 3.397
27 C 1.541 -4.365 4.154
28 N 2.885 -3.948 4.518
29 N 3.844 -4.897 4.581
30 N 4.903 -4.406 5.106
31 C 4.664 -3.086 5.403
32 C 5.503 -2.114 5.955
33 C 4.981 -0.852 6.111
34 C 3.663 -0.545 5.715
35 C 2.823 -1.487 5.166
36 C 3.351 -2.775 5.033
37 H 2.272 -3.018 0.396
38 H 1.360 -4.523 0.582
39 H 2.742 -4.181 1.639
40 H -1.269 -0.956 2.916
41 H -0.418 -2.599 4.968
42 H 1.656 -5.302 3.611
43 H 0.963 -4.550 5.060
44 H 6.522 -2.359 6.225
45 H 5.595 -0.062 6.522
46 H 3.307 0.472 5.819
47 H 1.834 -1.227 4.814
48 C 5.113 -2.343 1.927
49 C 4.975 -0.849 2.207
50 C 3.634 -0.305 1.975
51 N 2.624 0.231 1.859
52 H 6.154 -2.643 2.059
53 H 4.826 -2.534 0.893
54 H 4.500 -2.939 2.602
55 H 5.630 -0.307 1.521
56 H 5.245 -0.615 3.240


No. 8
Entry from the Open Molecules 2025 dataset: the molecule C7H10FP (ωB97M-V/def2-TZVPD).

The LUMO energy is 0.816 eV. As for the SMILES: CP1(C)=CC=CC=C1F.

Atoms and positions in Å:
1 C -1.418 -0.736 -1.496
2 P -0.249 -0.278 0.003
3 C -1.494 -0.637 1.495
4 C 0.480 1.361 -0.113
5 C 1.844 1.527 -0.097
6 C 2.844 0.594 0.020
7 C 2.593 -0.750 0.062
8 C 1.226 -1.237 -0.025
9 F 1.003 -2.564 0.141
10 H -1.556 -1.748 -1.456
11 H -2.221 -0.226 -1.208
12 H -0.784 -0.484 -2.268
13 H -2.062 0.180 1.493
14 H -1.958 -1.460 1.151
15 H -0.788 -0.718 2.299
16 H -0.096 2.111 -0.399
17 H 2.100 2.500 -0.274
18 H 3.830 0.814 -0.062
19 H 3.337 -1.445 0.006


No. 9
Entry from the Open Molecules 2025 dataset: a 3-piece molecular cluster, CH8O2S2 overall (ωB97M-V/def2-TZVPD).

The LUMO energy (spin up / spin down) is 3.306 / 3.271 eV. The total charge is -1. The spin multiplicity is 2.

Atoms and positions in Å:
1 C -1.143 2.926 0.553
2 S -1.831 1.257 0.191
3 S -0.120 -0.055 1.008
4 H -0.453 2.783 1.387
5 H -0.656 3.301 -0.345
6 H -1.976 3.573 0.839
7 H 0.783 -0.058 0.035
8 H 2.945 -3.662 0.123
9 H 2.707 -2.944 -1.252
10 O 3.348 -3.174 -0.588
11 H 0.610 -0.482 -1.585
12 H 1.211 -1.623 -2.541
13 O 0.757 -1.431 -1.704


No. 10
Entry from the Open Molecules 2025 dataset: C6H9FS as an isolated structure (ωB97M-V/def2-TZVPD).

The LUMO energy is 0.154 eV.

Atoms and positions in Å:
1 C -2.236 0.486 0.529
2 C -1.263 1.662 0.695
3 C 0.067 1.852 0.369
4 C 0.928 0.862 -0.379
5 C 1.100 -0.353 0.079
6 C 1.624 -1.545 -0.698
7 H -1.595 -0.463 0.152
8 H -3.226 0.880 -0.409
9 H -2.509 0.182 1.641
10 H -1.805 2.763 0.905
11 H 0.698 2.709 0.621
12 H 1.836 1.364 -1.049
13 H 2.624 -2.009 -0.224
14 H 2.026 -1.335 -1.702
15 H 0.740 -3.775 -0.340
16 F 0.564 -0.692 1.285
17 S 0.427 -2.588 -1.477


No. 11
Entry from the Open Molecules 2025 dataset: the molecule CH5NO2Si (ωB97M-V/def2-TZVPD).

The LUMO energy is 0.195 eV. As for the SMILES: C[SiH2][N+](=O)[O-].

Atoms and positions in Å:
1 C 1.093 0.027 0.802
2 Si 0.173 -0.314 -0.810
3 N -1.499 0.213 -0.136
4 O -2.213 1.095 -0.558
5 O -1.749 -0.558 0.835
6 H 0.450 -0.273 1.551
7 H 2.086 -0.455 0.802
8 H 1.390 1.121 0.702
9 H -0.429 -1.654 -1.375
10 H 0.697 0.796 -1.813


No. 12
Entry from the Open Molecules 2025 dataset: a 3-piece molecular cluster, C7H18NO2 overall (ωB97M-V/def2-TZVPD).

The LUMO energy (spin up / spin down) is -8.364 / -11.029 eV. The total charge is +2. The spin multiplicity is 2.

Atoms and positions in Å:
1 C 0.546 -0.933 1.411
2 C 1.548 -1.693 0.569
3 C 1.630 -1.412 -0.990
4 C -0.192 3.022 -2.364
5 C -0.242 1.649 -2.284
6 C 0.760 0.863 -1.695
7 C 0.624 -0.503 -1.611
8 N -0.881 -1.339 1.217
9 H 0.769 -0.968 2.477
10 H 0.687 0.126 1.241
11 H 1.350 -2.764 0.632
12 H 2.546 -1.567 0.963
13 H 1.543 -2.378 -1.474
14 H 2.601 -0.999 -1.267
15 H -0.839 3.581 -3.030
16 H 0.449 3.607 -1.742
17 H -0.995 1.131 -2.876
18 H 1.628 1.398 -1.320
19 H -0.243 -1.034 -2.006
20 H -1.479 -0.710 1.757
21 H -1.077 -2.263 1.609
22 H -1.140 -1.272 0.237
23 H -4.202 -1.231 1.483
24 H -4.032 -0.361 0.292
25 O -3.552 -1.042 0.790
26 H 1.664 2.348 2.923
27 H 0.258 2.228 2.583
28 O 0.950 1.691 2.993


No. 13
Entry from the Open Molecules 2025 dataset: the molecule C5H10N2O (ωB97M-V/def2-TZVPD).

The LUMO energy is 0.730 eV. As for the SMILES: CC(C)(C)N1NC1=O.

Atoms and positions in Å:
1 C 1.319 0.230 -0.436
2 C -0.042 -0.052 0.332
3 C -0.339 1.096 1.292
4 C 0.026 -1.391 1.059
5 N -1.162 -0.092 -0.587
6 N -1.103 -0.758 -1.920
7 C -1.133 0.615 -1.762
8 O -1.274 1.665 -2.285
9 H 2.087 0.465 0.296
10 H 1.317 1.070 -1.129
11 H 1.637 -0.674 -0.956
12 H -0.388 2.040 0.753
13 H 0.440 1.160 2.047
14 H -1.295 0.930 1.784
15 H -0.914 -1.575 1.574
16 H 0.189 -2.204 0.354
17 H 0.835 -1.386 1.784
18 H -0.200 -1.139 -2.201


No. 14
Entry from the Open Molecules 2025 dataset: C4H4Br2ClF3 as an isolated structure (ωB97M-V/def2-TZVPD).

The LUMO energy (spin up / spin down) is -0.496 / -0.497 eV.

Atoms and positions in Å:
1 C 0.786 0.817 0.126
2 C -1.775 -1.877 -0.491
3 C -1.775 -0.952 0.748
4 C -0.654 0.986 -0.064
5 F -2.260 -3.126 -0.195
6 F -0.537 -2.129 -1.046
7 F -1.054 -1.394 1.792
8 Cl -3.340 -0.523 1.137
9 Br -1.676 2.322 0.827
10 Br -1.168 0.869 -1.826
11 H 1.324 1.704 0.099
12 H 1.119 0.034 -0.639
13 H 1.031 0.306 1.169
14 H -2.411 -1.395 -1.383